w.
Computed, not measured: one molecule with the formula Cl2H4Si3, with ωB97M-V/def2-TZVPD.

Geometry as ORCA input:
```
! RIJCOSX wB97M-V def2-TZVPD def2/J DEFGRID3
* xyz 0 1
Si 1.318 -1.439 -1.284
Si -1.026 1.205 1.255
Si 0.579 0.433 -0.235
Cl 0.819 1.986 -1.734
Cl -1.769 -0.462 -0.015
H 2.735 -1.869 -0.642
H 0.980 -2.861 -0.999
H -2.388 2.101 0.965
H -1.249 0.906 2.689
*
```

- orbital gap (alpha / beta) (eV) = 6.52 / 6.52
- HOMO level (alpha / beta) (eV) = -7.7 / -7.7
- LUMO energy (alpha / beta) (Eh) = -0.0420 / -0.0420

x.
Computed, not measured: one molecule with the formula Cl2H4Si3, with ωB97M-V/def2-TZVPD.

Geometry as ORCA input:
```
! RIJCOSX wB97M-V def2-TZVPD def2/J DEFGRID3
* xyz 0 1
Si 1.758 -0.084 -0.832
Si -1.850 0.203 0.842
Si -0.065 -1.290 0.213
Cl 3.224 -0.790 0.524
Cl -3.302 0.346 -0.647
H 2.093 -1.030 -1.965
H 2.600 1.286 -1.124
H -1.765 1.687 1.025
H -2.692 -0.330 1.965
*
```

- orbital gap (eV) = 6.78
- HOMO level (eV) = -9.2
- LUMO energy (Eh) = -0.0888

If you had to bet on the most stable structure above, which would it be? Bet on x.